No. 1
{
  "formula": "C55H67AlF3N2O2SbSeSi",
  "method": "the ωB97M-V functional and the def2-TZVPD basis",
  "elements": ["Al", "C", "C", "C", "C", "C", "C", "C", "Se", "C", "C", "C", "C", "C", "C", "O", "C", "C", "C", "C", "C", "C", "C", "C", "C", "O", "C", "C", "C", "C", "C", "C", "H", "H", "H", "H", "H", "H", "H", "H", "H", "H", "H", "H", "H", "H", "H", "H", "H", "H", "H", "H", "H", "H", "H", "H", "H", "H", "H", "H", "H", "H", "H", "H", "H", "H", "H", "H", "H", "H", "H", "H", "C", "C", "C", "C", "C", "C", "N", "N", "Si", "C", "C", "C", "H", "H", "H", "H", "H", "H", "H", "H", "H", "H", "H", "H", "H", "H", "H", "F", "C", "C", "C", "C", "C", "C", "Sb", "C", "C", "C", "C", "F", "C", "C", "C", "C", "C", "C", "F", "C", "C", "H", "H", "H", "H", "H", "H", "H", "H", "H", "H", "H", "H"],
  "coordinates": [[-1.015, 0.201, -0.745], [0.183, -4.438, 4.835], [1.352, -3.487, 4.562], [2.601, -4.321, 4.250], [1.585, -2.660, 5.834], [1.069, -2.554, 3.393], [-0.127, -2.572, 2.697], [-0.314, -1.743, 1.607], [-2.070, -1.774, 0.804], [-2.812, -0.384, 1.927], [-3.522, -0.703, 3.069], [-4.002, 0.308, 3.889], [-3.691, 1.611, 3.522], [-2.968, 1.967, 2.390], [-2.559, 0.936, 1.526], [-1.949, 1.118, 0.354], [-2.674, 3.457, 2.202], [-1.978, 4.000, 3.462], [-3.998, 4.196, 1.964], [-1.762, 3.749, 1.014], [-4.821, 0.058, 5.150], [-5.034, -1.435, 5.406], [-6.200, 0.714, 4.990], [-4.098, 0.659, 6.363], [0.671, -0.868, 1.130], [0.487, -0.242, -0.040], [1.824, -0.726, 1.925], [1.996, -1.599, 2.997], [2.884, 0.363, 1.754], [4.223, -0.286, 1.383], [2.537, 1.404, 0.689], [2.998, 1.134, 3.082], [0.430, -5.084, 5.675], [-0.028, -5.067, 3.973], [-0.713, -3.879, 5.095], [2.819, -5.004, 5.070], [3.468, -3.683, 4.103], [2.450, -4.907, 3.346], [1.758, -3.325, 6.679], [0.709, -2.049, 6.045], [2.446, -2.006, 5.730], [-0.946, -3.214, 2.979], [-3.680, -1.746, 3.294], [-4.037, 2.409, 4.161], [-2.621, 3.983, 4.337], [-1.670, 5.032, 3.297], [-1.093, 3.405, 3.680], [-4.683, 4.070, 2.798], [-4.474, 3.809, 1.066], [-3.820, 5.262, 1.828], [-0.798, 3.259, 1.135], [-1.598, 4.822, 0.932], [-2.222, 3.394, 0.101], [-5.566, -1.895, 4.577], [-5.629, -1.572, 6.307], [-4.084, -1.944, 5.547], [-6.714, 0.297, 4.127], [-6.116, 1.788, 4.849], [-6.812, 0.535, 5.872], [-3.115, 0.207, 6.480], [-4.672, 0.476, 7.270], [-3.965, 1.733, 6.258], [2.910, -1.521, 3.563], [4.124, -0.821, 0.441], [4.551, -0.990, 2.145], [4.991, 0.475, 1.260], [2.507, 0.954, -0.299], [3.289, 2.192, 0.678], [1.570, 1.854, 0.904], [3.330, 0.510, 3.907], [2.027, 1.549, 3.346], [3.706, 1.952, 2.972], [-1.124, 3.819, -2.247], [-1.871, 2.621, -2.731], [-2.865, 2.754, -3.685], [-3.432, 1.612, -4.251], [-2.970, 0.375, -3.881], [-2.020, 0.297, -2.852], [-1.503, 1.414, -2.289], [-1.549, -0.806, -2.267], [-1.550, -2.411, -2.948], [-0.947, -2.283, -4.756], [-3.245, -3.266, -2.731], [-0.288, -3.368, -1.899], [-0.548, 4.223, -3.081], [-0.444, 3.540, -1.447], [-1.807, 4.593, -1.902], [-3.184, 3.739, -3.989], [-4.226, 1.704, -4.979], [-3.346, -0.538, -4.309], [-1.758, -2.320, -5.476], [-0.263, -3.092, -4.993], [-0.414, -1.348, -4.910], [-4.039, -2.824, -3.323], [-3.533, -3.187, -1.685], [-3.191, -4.321, -2.975], [0.463, -2.695, -1.495], [0.216, -4.133, -2.485], [-0.775, -3.856, -1.059], [7.731, 2.405, -2.074], [6.466, 1.945, -2.206], [5.469, 2.819, -2.597], [4.189, 2.326, -2.784], [3.903, 0.980, -2.600], [4.914, 0.142, -2.158], [6.202, 0.611, -1.954], [1.864, 0.252, -2.956], [1.753, 1.332, -4.843], [0.533, 1.842, -5.253], [0.412, 2.550, -6.437], [1.536, 2.722, -7.222], [1.426, 3.389, -8.392], [2.771, 2.226, -6.843], [2.868, 1.536, -5.647], [2.597, -1.565, -3.915], [3.013, -2.627, -3.123], [3.430, -3.817, -3.690], [3.419, -3.933, -5.068], [3.833, -5.089, -5.633], [3.010, -2.896, -5.884], [2.601, -1.714, -5.292], [5.701, 3.863, -2.749], [3.401, 3.000, -3.101], [4.711, -0.906, -1.990], [6.993, -0.050, -1.625], [-0.344, 1.691, -4.642], [-0.534, 2.963, -6.752], [3.630, 2.386, -7.478], [3.827, 1.150, -5.338], [3.004, -2.539, -2.045], [3.750, -4.654, -3.091], [3.011, -3.021, -6.956], [2.270, -0.908, -5.928]],
  "forces_ev_per_a": [[-0.28, -0.68, -0.55], [0.20, 0.17, -0.06], [0.04, -0.08, 0.13], [-0.17, 0.09, 0.05], [-0.03, -0.13, -0.16], [-0.10, -0.02, 0.01], [0.02, 0.06, -0.03], [-0.30, -0.24, -0.02], [0.04, 0.09, 0.43], [-0.01, -0.19, -0.17], [0.06, -0.04, -0.06], [0.01, -0.02, 0.02], [0.02, -0.19, -0.10], [0.10, 0.07, -0.12], [0.04, -0.59, 0.05], [-0.42, 1.06, 0.49], [0.02, 0.17, -0.04], [-0.09, -0.05, -0.16], [0.16, -0.07, 0.04], [-0.15, 0.01, 0.10], [-0.08, -0.03, 0.10], [0.05, 0.25, -0.06], [0.14, -0.11, 0.03], [-0.10, -0.11, -0.14], [-0.22, -0.28, 0.29], [0.68, 0.09, 0.23], [0.02, 0.10, -0.08], [-0.17, -0.08, -0.10], [0.11, 0.11, -0.03], [-0.16, 0.13, 0.08], [0.02, -0.15, -0.06], [0.05, -0.11, -0.16], [0.03, -0.07, 0.07], [-0.07, -0.09, -0.09], [-0.16, 0.01, 0.03], [0.03, -0.07, 0.11], [0.15, 0.06, -0.05], [0.01, -0.07, -0.11], [0.05, -0.03, 0.13], [-0.05, 0.09, 0.07], [0.10, 0.11, 0.02], [0.00, -0.13, 0.08], [-0.06, -0.07, 0.08], [-0.02, 0.12, 0.09], [-0.07, -0.02, 0.10], [0.02, 0.10, -0.01], [0.11, -0.02, 0.05], [-0.12, -0.01, 0.08], [-0.12, -0.01, -0.09], [0.03, 0.13, -0.01], [0.13, -0.06, -0.09], [0.01, 0.14, 0.06], [0.04, 0.01, -0.10], [-0.05, -0.14, -0.08], [-0.05, -0.01, 0.08], [0.11, -0.14, 0.01], [-0.09, -0.02, -0.11], [0.00, 0.17, -0.03], [-0.06, -0.01, 0.12], [0.12, -0.04, 0.03], [-0.07, 0.00, 0.12], [0.02, 0.13, 0.01], [0.15, 0.04, 0.07], [0.03, -0.09, -0.09], [0.06, -0.07, 0.07], [0.13, 0.09, -0.02], [-0.03, 0.13, 0.08], [0.13, 0.03, 0.07], [-0.11, 0.10, -0.07], [0.06, -0.09, 0.10], [-0.09, 0.08, 0.06], [0.10, 0.11, 0.00], [0.06, -0.10, 0.07], [-0.28, 0.38, -0.15], [0.06, 0.05, 0.08], [0.16, -0.08, 0.07], [-0.14, 0.10, -0.16], [-0.33, -0.15, -0.75], [0.20, 0.15, -0.02], [0.14, -0.12, 0.30], [0.22, -0.57, 0.26], [-0.42, -0.06, 0.62], [0.70, 0.45, -0.17], [-0.47, 0.29, -0.37], [0.08, 0.05, 0.01], [0.04, 0.10, 0.06], [0.03, 0.06, 0.05], [0.04, 0.09, -0.04], [0.02, 0.00, -0.09], [-0.16, -0.11, -0.08], [-0.20, 0.01, -0.14], [0.14, -0.18, 0.01], [0.11, 0.17, 0.00], [-0.15, 0.12, -0.17], [-0.01, 0.03, 0.18], [0.06, -0.23, -0.11], [0.16, 0.14, 0.03], [0.08, -0.11, -0.08], [-0.10, -0.11, 0.16], [-0.20, -0.05, 0.06], [-0.07, -0.09, 0.01], [0.23, 0.08, 0.05], [-0.16, 0.05, 0.02], [-0.61, -0.15, 0.03], [-0.06, -0.09, -0.07], [0.21, 0.11, -0.05], [0.98, 0.08, -1.01], [0.00, -0.25, 0.65], [-0.08, 0.01, 0.08], [-0.01, 0.15, -0.33], [-0.06, -0.04, 0.08], [0.03, -0.07, 0.19], [-0.05, 0.10, -0.15], [0.07, 0.07, -0.08], [-0.35, 0.52, 0.42], [-0.07, 0.00, 0.01], [0.07, -0.23, -0.22], [0.09, 0.05, -0.01], [-0.10, 0.14, 0.10], [0.10, -0.29, 0.04], [-0.09, -0.01, -0.11], [0.03, 0.05, -0.04], [0.06, 0.08, -0.02], [0.06, -0.10, 0.01], [0.06, 0.02, -0.01], [-0.17, 0.00, 0.01], [-0.08, 0.01, -0.07], [0.05, 0.00, -0.05], [0.15, -0.04, 0.00], [-0.03, -0.05, 0.16], [0.06, -0.10, 0.10], [0.02, -0.03, -0.10], [-0.04, 0.04, -0.08]],
  "mulliken_charge": [-2.263, -2.116, 1.975, -1.650, -1.616, -0.239, -0.525, 0.448, -0.114, -0.396, -0.342, -0.303, -0.657, 0.018, 0.631, -0.017, 2.475, -1.838, -1.867, -1.998, 2.001, -2.077, -1.667, -1.617, 0.572, 0.914, 0.219, -0.854, 2.436, -1.640, -1.081, -1.898, 0.455, 0.368, 0.334, 0.475, 0.304, 0.348, 0.470, 0.331, 0.333, 0.493, 0.538, 0.293, 0.369, 0.485, 0.320, 0.369, 0.341, 0.464, 0.090, 0.669, 0.283, 0.388, 0.441, 0.334, 0.363, 0.299, 0.478, 0.326, 0.464, 0.318, 0.335, 0.096, 0.301, 0.523, -0.446, 0.660, -0.310, 0.290, 0.356, 0.520, -1.702, 0.968, -0.973, -0.903, -0.918, 0.269, 1.124, 0.979, 0.592, -0.919, -1.159, -0.512, 0.489, 0.106, 0.511, 0.539, 0.450, 0.425, 0.468, 0.433, 0.081, 0.342, 0.183, 0.363, -0.335, 0.586, 0.319, -0.370, 0.268, -0.726, -0.442, 0.585, -0.626, -0.559, 0.260, -0.312, -0.283, -0.560, 0.091, -0.355, -0.826, -0.337, 1.163, -0.406, -0.925, 0.161, -0.367, -0.737, -0.811, 0.468, 0.460, 0.266, 0.462, 0.487, 0.544, 0.471, 0.663, 0.427, 0.480, 0.474, 0.326],
  "orbital_gap_ha": 0.307,
  "de_lowest_kcal_mol": 27.13,
  "molar_mass_g_mol": 1100.94,
  "multiplicity": 1,
  "e_lumo_ev": 0.45,
  "charge": 0,
  "largest_force_ev_per_a": 1.41,
  "homo_ev": -7.90
}

=====

No. 2
{
  "formula": "C5H9NO4",
  "method": "the ωB97M-V functional and the def2-TZVPD basis",
  "elements": ["H", "N", "C", "O", "C", "O", "C", "O", "C", "C", "O", "H", "H", "H", "H", "H", "H", "H", "H"],
  "coordinates": [[3.336, 0.558, 1.137], [3.265, -0.194, 0.450], [2.233, -0.037, -0.270], [1.898, -0.960, -1.166], [1.122, 0.960, 0.045], [1.379, 1.923, 0.726], [-0.288, 0.727, -0.478], [-0.960, 1.945, -0.616], [-1.040, -0.216, 0.502], [-2.399, -0.614, -0.045], [-0.248, -1.332, 0.851], [2.192, -1.829, -0.770], [-0.238, 0.255, -1.470], [-0.724, 2.516, 0.126], [-1.171, 0.350, 1.438], [-2.937, -1.219, 0.697], [-2.998, 0.277, -0.273], [-2.285, -1.202, -0.968], [-0.141, -1.907, 0.085]],
  "forces_ev_per_a": [[-0.08, -0.03, -0.07], [-0.43, 0.55, -0.44], [0.45, -0.15, 1.98], [-0.32, -2.06, -0.22], [0.56, 0.63, -0.28], [-0.22, -0.16, -0.04], [0.02, -0.39, 0.02], [-0.26, 0.10, -0.11], [-0.14, 0.43, -0.07], [-0.17, 0.00, 0.01], [0.21, -0.20, 0.17], [0.03, 1.21, -0.94], [0.00, 0.13, 0.21], [0.17, -0.01, 0.06], [0.06, -0.14, -0.20], [0.15, 0.13, -0.21], [0.18, -0.22, 0.02], [-0.03, 0.12, 0.20], [-0.15, 0.06, -0.07]],
  "mulliken_charge": [0.279, -0.710, 0.474, -0.517, 0.651, -0.595, -0.125, -0.573, 0.226, -1.367, -0.559, 0.351, 0.428, 0.379, 0.269, 0.346, 0.337, 0.359, 0.347],
  "orbital_gap_ha": 0.364,
  "smiles": "[H]/N=C(/O)C(=O)[C@H](O)[C@@H](C)O",
  "de_lowest_kcal_mol": 44.49,
  "molar_mass_g_mol": 147.13,
  "multiplicity": 1,
  "e_lumo_ev": -0.16,
  "charge": 0,
  "largest_force_ev_per_a": 2.09,
  "homo_ev": -10.07
}

=====

No. 3
{
  "formula": "CH5N3O",
  "method": "the ωB97M-V functional and the def2-TZVPD basis",
  "elements": ["H", "N", "C", "N", "N", "O", "H", "H", "H", "H"],
  "coordinates": [[-1.852, -1.538, 0.346], [-1.753, -0.503, 0.270], [-0.545, -0.010, -0.242], [0.048, 1.331, 0.049], [0.609, -0.646, -0.659], [1.782, -0.409, 0.326], [-0.639, 2.070, -0.129], [0.614, 1.302, -0.873], [0.324, -1.579, -0.358], [1.412, -0.018, 1.270]],
  "forces_ev_per_a": [[0.69, 0.89, -0.72], [4.78, 2.19, -2.30], [-3.24, 1.22, 5.11], [-2.19, -0.76, -3.84], [0.82, -3.15, 2.07], [-2.19, 0.68, 1.50], [-0.04, -0.15, 0.54], [-0.38, 1.17, 2.15], [1.02, -0.77, -0.84], [0.73, -1.31, -3.67]],
  "mulliken_charge": [0.209, -0.625, 0.433, -0.554, -0.333, -0.419, 0.278, 0.316, 0.314, 0.381],
  "orbital_gap_ha": 0.381,
  "smiles": "[H]/N=C(/N)NO",
  "de_lowest_kcal_mol": 89.63,
  "molar_mass_g_mol": 75.07,
  "multiplicity": 1,
  "e_lumo_ev": 0.29,
  "charge": 0,
  "largest_force_ev_per_a": 6.17,
  "homo_ev": -10.08
}